A 13-piece molecular cluster, C26H80N2O13 overall at a distorted geometry. Source: the OMol25 dataset; level of theory: wB97M-V/def2-TZVPD.

The HOMO energy is -0.34743 Eh. For the total energy, the calculation gives -57850.79612 eV. The frontier orbital gap is 9.6 eV. The value obtained for the energy relative to the best compared isomer or geometry (same formula, charge and spin) is 266.5 kJ/mol.

Each line ends with the Mulliken charge.
Positions of all 121 atoms, in Å:
C (7.40875, -4.15216, -9.46673)  -0.95
C (8.62363, -3.31273, -9.99202)  -0.26
O (9.74375, -4.13898, -9.85521)  -0.50
H (7.25153, -5.09398, -9.99243)  0.24
H (6.49370, -3.56675, -9.55653)  0.37
H (7.55745, -4.26868, -8.39323)  0.26
H (8.71482, -2.51758, -9.25209)  0.21
H (8.48355, -2.90961, -10.99500)  0.33
H (9.86295, -4.27002, -8.91170)  0.27
C (17.22498, -2.67522, -6.71455)  -0.89
C (17.80335, -1.25017, -6.70406)  -0.27
O (18.35116, -0.92195, -8.03665)  -0.53
H (16.46083, -2.85632, -7.47046)  0.30
H (16.91879, -2.87392, -5.68748)  0.30
H (18.06719, -3.31749, -6.97197)  0.27
H (18.63171, -1.12267, -6.00718)  0.29
H (16.98277, -0.56597, -6.48815)  0.24
H (17.59816, -0.86377, -8.62928)  0.29
C (16.46508, -7.96090, -5.40156)  -1.09
C (15.75123, -9.38005, -5.61714)  -0.03
O (15.83932, -9.96607, -4.37420)  -0.52
H (17.45502, -8.09674, -4.96606)  0.32
H (16.00426, -7.28277, -4.68332)  0.29
H (16.50396, -7.45334, -6.36539)  0.32
H (16.35670, -9.94855, -6.32305)  0.26
H (14.73430, -9.34539, -6.00797)  0.14
H (15.84197, -10.92304, -4.45031)  0.30
C (5.28149, -8.61153, -2.20191)  -0.82
C (4.68195, -7.21268, -2.29796)  -0.23
O (3.47038, -7.18567, -1.59886)  -0.52
H (6.25225, -8.65944, -2.69528)  0.26
H (4.56548, -9.20658, -2.76878)  0.25
H (5.34588, -9.06739, -1.21391)  0.28
H (4.60010, -6.83407, -3.31681)  0.20
H (5.41909, -6.53293, -1.87057)  0.27
H (2.76426, -7.55744, -2.13251)  0.31
C (13.51752, -7.99031, -11.00162)  -1.02
C (13.56071, -9.49744, -10.73451)  -0.23
O (12.49783, -9.77126, -9.88343)  -0.46
H (13.80544, -7.34609, -10.17085)  0.24
H (12.52893, -7.72453, -11.37601)  0.27
H (14.20821, -7.71606, -11.79901)  0.37
H (14.51819, -9.83089, -10.33434)  0.22
H (13.40471, -9.98365, -11.69751)  0.32
H (11.99130, -10.48302, -10.28146)  0.28
C (3.89493, -7.74933, -7.36404)  -1.11
C (4.48161, -8.86192, -8.19864)  -0.18
O (5.59509, -9.36798, -7.60980)  -0.42
H (4.51851, -6.92052, -7.02886)  0.31
H (3.66987, -8.17348, -6.38550)  0.27
H (3.02002, -7.24079, -7.76903)  0.36
H (4.67828, -8.39683, -9.16461)  0.24
H (3.74710, -9.63820, -8.41309)  0.30
H (6.30124, -8.72169, -7.53723)  0.24
C (9.61831, -16.01773, -3.18124)  -1.00
C (9.21948, -14.60610, -3.41958)  -0.14
O (7.86010, -14.72987, -3.75877)  -0.53
H (9.57097, -16.69363, -4.03507)  0.28
H (9.06054, -16.45588, -2.35358)  0.28
H (10.67150, -16.13332, -2.92523)  0.35
H (9.62715, -14.24473, -4.36367)  0.22
H (9.49525, -13.91705, -2.62130)  0.23
H (7.71539, -14.60795, -4.69994)  0.31
C (9.95578, -9.56294, 1.56645)  -1.08
C (11.16169, -9.61196, 0.64040)  -0.08
O (11.89992, -8.41243, 0.85037)  -0.52
H (9.37357, -10.46428, 1.37479)  0.34
H (9.36102, -8.66341, 1.40770)  0.30
H (10.36003, -9.63878, 2.57587)  0.28
H (10.80924, -9.55667, -0.38957)  0.17
H (11.77058, -10.49778, 0.82119)  0.29
H (12.61706, -8.44463, 0.21298)  0.29
C (12.78224, 1.68747, -8.69269)  -0.98
C (14.05976, 1.72397, -9.55952)  -0.25
O (14.75063, 0.49517, -9.49212)  -0.49
H (12.28661, 2.65493, -8.77315)  0.34
H (13.03131, 1.47092, -7.65386)  0.26
H (12.03076, 0.94924, -8.97270)  0.30
H (14.61715, 2.56395, -9.14495)  0.27
H (13.75994, 1.95164, -10.58244)  0.25
H (14.33188, -0.22316, -9.97198)  0.29
O (6.56730, -13.20279, -7.55165)  -0.64
H (5.81778, -13.56410, -8.02482)  0.31
H (6.34534, -12.28129, -7.41820)  0.33
O (9.85464, -12.80602, -10.11467)  -0.62
H (9.05204, -12.38487, -9.80694)  0.32
H (9.67963, -13.74365, -10.03440)  0.31
C (10.58107, -9.02772, -5.28421)  -1.42
C (10.10801, -7.66874, -5.94604)  0.46
C (11.24973, -6.60091, -5.85581)  -0.95
O (10.64497, -5.34867, -6.19090)  -0.24
C (11.44730, -4.27809, -5.89119)  -0.95
N (9.76156, -7.82822, -7.35825)  -0.57
H (9.73034, -9.70854, -5.31344)  0.38
H (10.82138, -8.91355, -4.22717)  0.36
H (11.44704, -9.46129, -5.78442)  0.30
H (9.32193, -7.20683, -5.34870)  0.24
H (12.05981, -6.71049, -6.57683)  0.37
H (11.64489, -6.47972, -4.84722)  0.52
H (11.72572, -4.17949, -4.84197)  0.37
H (10.97021, -3.32341, -6.11270)  0.27
H (12.35248, -4.25456, -6.49798)  0.37
H (10.39079, -8.52678, -7.72727)  0.28
H (10.00106, -6.94206, -7.77952)  0.23
C (8.73952, -1.92379, -1.78530)  -1.25
C (9.63221, -0.73394, -1.35116)  0.32
C (9.25067, 0.62300, -2.10089)  -0.77
O (9.54133, 0.52299, -3.53568)  -0.23
C (9.02016, 1.56064, -4.33718)  -0.72
N (9.50543, -0.57872, 0.11303)  -0.74
H (9.25207, -2.80735, -1.40490)  0.35
H (8.70837, -2.00926, -2.87150)  0.30
H (7.73140, -1.72313, -1.42264)  0.35
H (10.70114, -0.83282, -1.54009)  0.27
H (9.82548, 1.42848, -1.64386)  0.39
H (8.19105, 0.86302, -2.01317)  0.36
H (9.20388, 1.33121, -5.38680)  0.22
H (9.50464, 2.50172, -4.07690)  0.28
H (7.94591, 1.65627, -4.17926)  0.31
H (9.57646, -1.44913, 0.62043)  0.27
H (8.51718, -0.44649, 0.27425)  0.27

=====

C5H6LiO4Tl as an isolated structure at a distorted geometry. Source: the OMol25 dataset; level of theory: wB97M-V/def2-TZVPD.

Its total charge is +3. The HOMO energy (spin up / spin down) is -0.75431 / -0.75396 Eh. For the total energy, the calculation gives -18335.73318 eV. The frontier orbital gap (spin up / spin down) is 7.5 / 2.5 eV. The value obtained for the energy relative to the best compared isomer or geometry (same formula, charge and spin) is 47.5 kJ/mol. The expectation value of S² is 0.753. The multiplicity is 2.

Each line ends with the Mulliken charge.
Positions of all 17 atoms, in Å:
O (2.61507, -1.50962, 0.02805)  -0.59
C (1.82383, -0.61931, -0.19756)  0.95
O (1.88029, 0.60556, -0.11501)  -0.44
O (0.46978, -1.16818, -0.44978)  -0.14
C (-0.51830, -0.38674, -0.67030)  0.22
C (-1.86824, -0.79148, -0.43207)  -0.77
Li (4.31505, -1.80880, 0.68407)  0.95
H (-0.26649, 0.66009, -0.89188)  0.50
H (-1.96684, -1.86830, -0.26278)  0.38
H (-2.43198, -0.50405, -1.33926)  0.38
Tl (2.15551, 2.17521, 0.97732)  1.32
C (-2.60441, 0.11486, 0.86830)  -0.43
C (-2.20138, 1.54535, 0.86595)  -0.01
O (-1.28187, 1.98941, 1.52856)  -0.45
H (-2.33711, -0.36476, 1.81627)  0.37
H (-2.66705, 2.18746, 0.08868)  0.39
H (-3.69050, 0.04305, 0.71096)  0.37

=====

C27H26N9O8P2Sn as an isolated structure at a distorted geometry. Source: the OMol25 dataset; level of theory: wB97M-V/def2-TZVPD.

Its total charge is -1. The HOMO energy is -0.19097 Eh. For the total energy, the calculation gives -82630.15144 eV. The frontier orbital gap is 7.4 eV. The value obtained for the energy relative to the best compared isomer or geometry (same formula, charge and spin) is 77.7 kJ/mol.

Each line ends with the Mulliken charge.
Positions of all 73 atoms, in Å:
Sn (-0.69108, -0.37140, -0.33661)  1.74
O (-1.05691, -2.61310, 4.03301)  -0.72
C (-0.62855, -1.62797, 4.82824)  0.33
C (-0.34470, -1.91783, 6.16543)  -0.68
C (0.09913, -0.93185, 7.01884)  -0.30
C (0.26537, 0.37076, 6.56223)  -0.84
C (-0.03010, 0.67403, 5.25087)  -0.39
C (-0.47250, -0.30726, 4.36700)  0.34
C (-0.80284, 0.03748, 2.97276)  0.81
O (-1.09778, -0.87933, 2.14607)  -0.96
N (-0.84039, 1.33430, 2.72486)  -1.07
N (-1.17584, 1.62368, 1.47037)  0.88
C (-1.51738, 2.82447, 1.18070)  -1.25
C (-2.01211, 3.08670, -0.14592)  1.18
C (-2.21725, 4.39250, -0.61122)  -0.97
C (-2.71370, 4.57734, -1.88544)  -0.30
C (-3.01568, 3.46162, -2.65342)  -0.66
C (-2.78818, 2.20191, -2.10961)  -0.33
N (-2.30450, 2.01718, -0.89876)  -0.11
H (-1.16354, -2.21389, 3.12806)  0.32
H (-0.48206, -2.93283, 6.50706)  0.43
H (0.30762, -1.17551, 8.05166)  0.38
H (0.61023, 1.14283, 7.23495)  0.38
H (0.06969, 1.67879, 4.87143)  0.45
H (-1.50639, 3.63239, 1.91827)  0.29
H (-1.97593, 5.23271, 0.02493)  0.39
H (-2.85197, 5.57275, -2.28585)  0.41
H (-3.41498, 3.56053, -3.65095)  0.43
H (-2.98795, 1.29971, -2.67078)  0.47
N (-0.95607, -1.27715, -5.63452)  -0.21
C (-0.34997, -1.85265, -4.41451)  0.93
C (0.33131, -3.16131, -4.70388)  -2.00
P (0.68018, -0.46717, -3.75326)  0.86
O (2.09565, -0.72144, -4.56436)  -0.69
O (0.05308, 0.74409, -4.35266)  -1.02
O (1.01466, -0.60961, -2.31130)  -0.43
P (-1.88503, -2.02795, -3.34989)  0.59
O (-1.67269, -3.33244, -2.48008)  -0.57
O (-2.93201, -2.24870, -4.40503)  -0.93
O (-2.02005, -0.80826, -2.49304)  -0.45
H (-0.50066, -1.54736, -6.50471)  0.31
H (-0.83085, -0.24511, -5.43307)  0.34
H (-1.98266, -1.60047, -5.51692)  0.45
H (1.08078, -3.04035, -5.48960)  0.50
H (-0.40882, -3.90283, -5.01139)  0.48
H (0.82591, -3.52041, -3.80455)  0.31
H (2.62384, -1.26662, -3.98274)  0.35
H (-1.17308, -3.11865, -1.65362)  0.58
C (3.22793, -0.58561, 2.67222)  -1.33
C (4.15981, 0.35991, 2.27858)  -0.54
C (3.88201, 1.15599, 1.18039)  -1.08
C (2.68445, 0.96439, 0.48568)  0.41
N (1.79240, 0.05848, 0.88340)  0.73
C (2.05396, -0.68215, 1.94077)  -0.38
C (2.33420, 1.74815, -0.71637)  0.58
C (3.30335, 2.37917, -1.50088)  -1.14
C (2.90921, 3.08963, -2.62296)  -0.71
C (1.56512, 3.12796, -2.93969)  -0.93
C (0.67842, 2.45527, -2.11503)  0.01
N (1.04092, 1.81009, -1.02655)  0.56
H (3.38826, -1.22973, 3.52129)  0.54
H (5.08150, 0.49118, 2.82846)  0.41
H (4.57974, 1.92582, 0.88128)  0.40
H (1.28713, -1.38909, 2.21451)  0.75
H (4.35401, 2.30611, -1.25801)  0.34
H (3.64126, 3.59918, -3.23635)  0.39
H (1.20110, 3.64503, -3.81203)  0.48
H (-0.36879, 2.42299, -2.35769)  0.28
N (2.40900, -4.38069, 3.20265)  -0.68
C (1.82465, -4.24681, 2.21491)  0.68
N (1.25329, -4.19631, 1.06916)  -0.81
C (0.50978, -3.40428, 0.46662)  0.73
N (-0.20201, -2.79480, -0.24980)  -0.72

=====

C26H40Cl2CrN3O3 as an isolated structure at a distorted geometry. Source: the OMol25 dataset; level of theory: wB97M-V/def2-TZVPD.

The HOMO energy (spin up / spin down) is -0.23150 / -0.23697 Eh. For the total energy, the calculation gives -91686.35254 eV. The frontier orbital gap (spin up / spin down) is 6.0 / 6.2 eV. The value obtained for the energy relative to the best compared isomer or geometry (same formula, charge and spin) is 83.4 kJ/mol. The expectation value of S² is 3.851. The multiplicity is 4.

Each line ends with the Mulliken charge.
Positions of all 75 atoms, in Å:
O (1.61146, -2.88094, 0.39192)  -0.70
C (2.54903, -2.21288, -0.20095)  0.02
C (3.68384, -1.62267, 0.68251)  0.33
C (3.49762, -0.70993, 1.73106)  0.35
H (2.51514, -0.25679, 1.90349)  0.40
C (4.57636, -0.36610, 2.58585)  -0.88
H (4.41512, 0.32917, 3.43637)  0.35
C (5.85407, -0.92188, 2.36683)  -0.33
H (6.69637, -0.67215, 3.02045)  0.34
C (6.06289, -1.80107, 1.28375)  -0.61
H (7.05916, -2.23921, 1.07003)  0.34
C (4.97540, -2.13807, 0.45498)  -0.79
H (5.10490, -2.83658, -0.37734)  0.28
H (3.21295, -2.86702, -0.94777)  0.10
C (1.41843, -1.50582, -2.54927)  -1.73
C (1.78376, -0.69640, -1.32189)  1.08
H (2.18406, -1.47735, -3.32484)  0.54
H (0.53686, -1.13170, -3.05676)  0.34
H (1.20015, -2.53007, -2.27684)  0.34
C (2.69720, 0.31658, -1.44679)  -0.13
C (3.26262, 0.92841, -2.73091)  -1.60
H (3.04104, 0.78314, -0.51059)  0.30
H (4.31242, 0.58960, -2.77999)  0.39
H (3.19826, 2.04266, -2.75785)  0.30
H (2.72424, 0.56002, -3.64311)  0.32
Cr (-0.09581, 0.33147, -0.36788)  0.68
Cl (1.40743, 1.58708, 0.68655)  -0.53
Cl (-0.17438, 1.16119, -2.39554)  -0.65
C (-1.66323, 2.57120, -0.45226)  -0.47
O (-1.86669, 1.36296, -0.08648)  -0.43
N (-2.65589, 3.34487, -0.86890)  0.59
C (-3.98809, 2.84032, -1.17939)  -1.02
C (-2.44925, 4.74159, -1.24247)  -0.89
H (-0.64899, 3.00033, -0.41762)  0.57
H (-4.04600, 1.76115, -1.02704)  0.21
H (-4.20005, 3.08634, -2.22115)  0.42
H (-4.71278, 3.36457, -0.54660)  0.32
H (-1.40529, 5.04370, -1.06569)  0.28
H (-3.12674, 5.38484, -0.65719)  0.33
H (-2.70085, 4.86760, -2.30598)  0.32
H (-3.67077, -2.66135, -2.62177)  0.29
H (-3.13672, -4.99934, -1.23910)  0.33
C (-2.59475, -2.74428, -2.81057)  -0.95
C (-2.07430, -4.74965, -1.41111)  -0.94
N (-1.90835, -3.32354, -1.65938)  0.29
H (-2.18938, -1.74910, -3.02436)  0.23
C (-1.35610, -2.52701, -0.73097)  0.36
O (-1.19815, -1.29188, -0.95406)  -0.23
H (-1.48579, -5.01194, -0.51615)  0.31
H (-1.05001, -3.01294, 0.20752)  -0.12
H (-2.45041, -3.40807, -3.65999)  0.35
H (-1.70279, -5.31852, -2.27752)  0.31
C (-4.24135, 1.14505, 3.03914)  -0.93
N (-3.13296, 1.93463, 2.42210)  0.55
C (-3.46839, 3.39859, 2.45393)  -0.83
C (-1.74307, 1.67446, 3.04114)  -1.34
C (-1.45207, 0.18963, 3.08540)  0.57
C (-1.91534, -0.43334, 4.28413)  -0.69
C (-1.80096, -1.80201, 4.48217)  -0.61
C (-1.10820, -2.55235, 3.53322)  -1.07
C (-0.56231, -1.88398, 2.41210)  0.23
C (-0.78884, -0.52780, 2.06530)  0.45
H (-4.28986, 1.36149, 4.11071)  0.39
H (-4.09425, 0.07813, 2.86041)  0.32
H (-5.18045, 1.45531, 2.57177)  0.37
H (-3.02037, 1.61480, 1.43470)  -0.09
H (-3.43875, 3.73218, 3.50092)  0.38
H (-2.74063, 3.96154, 1.85418)  0.25
H (-4.49015, 3.52606, 2.05541)  0.33
H (-1.00376, 2.26321, 2.46027)  0.32
H (-1.81633, 2.08259, 4.06441)  0.62
H (-2.37846, 0.20526, 5.04988)  0.33
H (-2.21530, -2.26922, 5.36764)  0.40
H (-0.91748, -3.63422, 3.61025)  0.43
H (0.11238, -2.53504, 1.80938)  0.35